This record from OMol25 describes a structure of composition C24H19BrN5O6Tc. The level of theory is wB97M-V/def2-TZVPD.

The geometry in ORCA input format:
```
! wB97M-V def2-TZVPD RIJCOSX def2/J DEFGRID3
* xyz 1 2
Tc 0.4876 0.5098 -0.5822
Br 2.3552 1.0810 5.5595
C 1.1347 0.3233 4.3328
C -0.2038 0.6885 4.3598
C -1.0983 0.1198 3.4643
C -0.6497 -0.7861 2.5155
O -1.4649 -1.4524 1.6627
C 0.7117 -1.0884 2.4476
C 1.1982 -1.8834 1.3103
N 1.0850 -1.4658 0.1071
C 1.4820 -2.3249 -0.9765
C 2.3127 -3.4068 -0.8713
C 2.5644 -4.2387 -1.9823
C 1.9725 -3.9934 -3.1860
C 1.1340 -2.8651 -3.3388
C 0.4839 -2.5468 -4.5530
C -0.3000 -1.4334 -4.6300
C -0.4034 -0.6028 -3.5006
N 0.1891 -0.8653 -2.3576
C 0.9252 -2.0088 -2.2421
C 1.5957 -0.5818 3.3924
H -0.5547 1.3975 5.0968
H -2.1506 0.3688 3.5141
H 1.6493 -2.8512 1.5159
H 2.7952 -3.6565 0.0632
H 3.2228 -5.0874 -1.8602
H 2.1405 -4.6457 -4.0330
H 0.6145 -3.1979 -5.4083
H -0.8239 -1.1673 -5.5364
H -0.9865 0.3097 -3.5479
H 2.6436 -0.8547 3.3682
N 4.5945 1.3634 -0.5018
C 3.2893 1.2088 -0.2936
O 2.5695 0.6276 -1.1296
C 2.6494 1.7345 0.9616
C 1.1721 1.4738 0.8670
H 5.0157 0.9908 -1.3375
H 5.1785 1.8287 0.1709
H 2.8662 2.8005 1.0937
H 3.0852 1.2362 1.8365
H 0.5922 1.8397 1.7184
H -2.0993 -0.8437 1.2553
O -4.3868 3.4545 -2.0165
C -3.3756 3.8814 -2.7500
O -3.4903 4.6972 -3.6244
C -2.0332 3.2694 -2.4912
C -0.8971 3.6418 -3.1807
N 0.1222 2.9036 -2.7092
N -0.2876 2.0713 -1.7462
C -1.5919 2.2765 -1.6023
C -2.2765 1.4255 -0.5784
O -3.4627 1.5800 -0.3397
O -1.5081 0.5426 -0.0308
H -4.1191 2.7757 -1.3479
H -0.7769 4.3780 -3.9577
H 1.0922 2.9242 -2.9788
*
```

## Properties
<S²>: 0.799
LUMO energy (alpha / beta): -3.623 / -3.681 eV
Kohn-Sham gap (alpha / beta): 7.51 / 7.21 eV

Löwdin population analysis, charges in e, atoms 1 to 8: atom 1 (Tc): 1.402, atom 2 (Br): 0.764, atom 3 (C): -0.700, atom 4 (C): -0.102, atom 5 (C): 0.015, atom 6 (C): -0.296, atom 7 (O): 0.054, atom 8 (C): -0.161



This record from OMol25 describes a structure of composition C24H19Cl2CrN2O4Te. The level of theory is wB97M-V/def2-TZVPD.

The geometry in ORCA input format:
```
! wB97M-V def2-TZVPD RIJCOSX def2/J DEFGRID3
* xyz 0 2
Cr 0.1487 -0.9058 0.2488
O 1.6234 -3.3162 -2.5222
C 1.0103 -2.8062 -1.6230
O 1.2655 -1.6365 -1.0654
C -0.1602 -3.4859 -0.9362
C -0.6796 -4.7544 -1.1202
C -1.6797 -5.1739 -0.2460
C -2.1029 -4.3623 0.8029
C -1.5333 -3.1058 0.9118
N -0.6406 -2.7107 0.0206
C -1.6883 -2.0708 2.0122
O -2.4484 -2.2190 2.9341
O -0.8642 -1.0579 1.8368
H -0.2940 -5.3912 -1.9034
H -2.1079 -6.1608 -0.3618
H -2.8331 -4.6910 1.5284
Cl 2.2224 -2.6281 1.7819
C 2.3256 -3.6826 3.2071
Cl 0.7527 -3.8793 3.9822
H 3.0134 -3.2295 3.9102
H 2.6759 -4.6498 2.8684
C 0.3134 2.0245 2.5531
Te 1.6936 1.2164 1.1310
C 1.4604 3.1267 0.1931
C 1.1107 4.0536 1.3316
C 1.3195 5.4241 1.2422
C 0.9650 6.2560 2.2927
C 0.3976 5.7200 3.4398
C 0.1871 4.3533 3.5352
C 0.5419 3.5131 2.4866
H 0.5072 1.6048 3.5369
H -0.6945 1.7412 2.2518
H 0.6577 3.0857 -0.5405
H 2.3857 3.3994 -0.3082
H 1.7679 5.8409 0.3485
H 1.1390 7.3212 2.2194
H 0.1265 6.3667 4.2637
H -0.2499 3.9315 4.4322
C -1.4098 -0.0733 -0.7536
C -1.0585 0.0924 -2.1812
C -0.4444 1.2449 -2.6741
C -0.0605 1.3515 -3.9977
C -0.2890 0.2933 -4.8732
C -0.9207 -0.8613 -4.4089
C -1.3018 -0.9499 -3.0863
C 0.1054 0.3971 -6.2460
N 0.4226 0.4854 -7.3476
H -2.2787 -0.7283 -0.6526
H -1.6243 0.8797 -0.2603
H -0.2830 2.0819 -2.0065
H 0.4118 2.2541 -4.3617
H -1.1063 -1.6804 -5.0903
H -1.7974 -1.8486 -2.7364
*
```

## Properties
<S²>: 0.771
LUMO energy (alpha / beta): -0.653 / -0.526 eV
Kohn-Sham gap (alpha / beta): 7.91 / 7.92 eV

Löwdin population analysis, charges in e, atoms 1 to 8: atom 1 (Cr): 0.471, atom 2 (O): 0.128, atom 3 (C): -0.541, atom 4 (O): -0.184, atom 5 (C): -0.158, atom 6 (C): 0.039, atom 7 (C): -0.020, atom 8 (C): 0.039



This record from OMol25 describes a structure of composition C24H19Cl2CuF12N5O14S4 in a non-equilibrium geometry. The level of theory is wB97M-V/def2-TZVPD.

The geometry in ORCA input format:
```
! wB97M-V def2-TZVPD RIJCOSX def2/J DEFGRID3
* xyz 0 2
Cu 5.3239 -8.2541 -18.7717
C 1.4694 -6.8929 -19.0216
F 0.1989 -7.0933 -18.5812
F 1.3379 -6.6360 -20.3412
F 2.2150 -5.9507 -18.4559
S 2.4086 -8.5620 -18.9129
O 3.0972 -8.6054 -17.6228
O 1.5352 -9.7132 -19.0753
N 3.6932 -8.3540 -20.0504
S 3.1592 -9.0643 -21.3850
O 3.5168 -10.4878 -21.4858
O 1.8323 -8.7014 -21.8665
C 4.2509 -8.1312 -22.7984
F 5.4676 -8.5989 -22.8798
F 3.6297 -8.3646 -23.9708
F 4.2589 -6.8164 -22.5180
C 8.0845 -6.4090 -16.1764
F 9.0613 -6.4584 -15.2973
F 6.8994 -6.5052 -15.5084
F 8.0831 -5.3000 -16.8304
S 8.1936 -7.9808 -17.3517
O 8.2341 -7.4371 -18.7305
O 9.3873 -8.7609 -16.9521
N 6.5518 -8.6801 -17.1816
S 6.9497 -9.7404 -16.0828
O 7.4928 -10.9269 -16.7838
O 7.6399 -9.2355 -14.8990
C 5.1994 -10.2119 -15.2657
F 4.3742 -10.7620 -16.1884
F 5.4346 -10.9995 -14.2902
F 4.5796 -9.2138 -14.7258
Cl 1.6763 -14.9954 -17.6764
C 3.0475 -13.8581 -17.6797
C 3.1243 -13.1517 -19.0115
Cl 4.6246 -12.2367 -19.0129
H 3.8644 -14.5561 -17.4961
H 3.0238 -13.2631 -16.7668
H 2.2622 -12.4884 -19.0828
H 3.0748 -13.8978 -19.8046
C 2.4899 -4.5363 -13.3958
C 2.9511 -3.3951 -13.9984
C 3.7124 -3.5810 -15.1522
C 3.9010 -4.8530 -15.7298
C 3.4608 -6.0002 -15.0136
C 2.8109 -5.8710 -13.8391
N 4.5524 -5.0348 -17.0312
O 4.9561 -3.9933 -17.5905
O 4.7509 -6.1858 -17.3804
H 1.8095 -4.4440 -12.5622
H 2.7366 -2.4811 -13.4645
H 4.0380 -2.6926 -15.6728
H 3.7236 -6.9205 -15.5141
H 2.4177 -6.6561 -13.2103
C 8.3578 -13.8630 -21.9982
C 8.6396 -12.8614 -22.9884
C 8.3018 -11.5306 -22.6948
C 7.8482 -11.2032 -21.4030
C 7.7341 -12.2064 -20.3752
C 7.8855 -13.5366 -20.7087
N 7.5435 -9.7935 -21.0542
O 6.6957 -9.5733 -20.1666
O 8.1965 -8.9682 -21.6383
H 8.6172 -14.8870 -22.2229
H 8.9593 -13.1985 -23.9633
H 8.5237 -10.7572 -23.4153
H 7.4478 -11.8963 -19.3811
H 7.8346 -14.3208 -19.9679
C 8.4792 -3.6894 -23.2299
C 8.8018 -4.7547 -22.4672
C 7.9269 -5.3893 -21.6059
C 6.6372 -4.7920 -21.4930
C 6.2598 -3.7303 -22.3098
C 7.1825 -3.2094 -23.1646
N 5.6775 -5.5102 -20.5929
O 6.0671 -6.4817 -19.8966
O 4.5158 -5.0641 -20.5460
H 9.2583 -3.2676 -23.8474
H 9.7460 -5.2442 -22.6553
H 8.2782 -6.2217 -21.0142
H 5.2632 -3.3151 -22.2828
H 6.8570 -2.4106 -23.8145
*
```

## Properties
<S²>: 0.752
LUMO energy (alpha / beta): -1.388 / -3.807 eV
Kohn-Sham gap (alpha / beta): 8.62 / 6.20 eV

Löwdin population analysis, charges in e, atoms 1 to 8: atom 1 (Cu): 0.743, atom 2 (C): -0.575, atom 3 (F): 0.142, atom 4 (F): 0.116, atom 5 (F): 0.163, atom 6 (S): 0.707, atom 7 (O): -0.320, atom 8 (O): -0.249



This record from OMol25 describes a structure of composition C24H19Cl5GeOPPtS in a non-equilibrium geometry. The level of theory is wB97M-V/def2-TZVPD.

The geometry in ORCA input format:
```
! wB97M-V def2-TZVPD RIJCOSX def2/J DEFGRID3
* xyz 2 2
Pt -0.3860 0.0004 -0.3195
Cl 1.1950 -1.7601 0.3389
C 0.8257 -3.0812 -0.7733
C 1.7466 -4.1070 -0.8498
C 1.4713 -5.1669 -1.6951
C 0.3055 -5.1774 -2.4444
C -0.5974 -4.1304 -2.3434
Cl -2.0279 -4.1722 -3.2967
C -0.3593 -3.0449 -1.4865
S -1.5422 -1.7817 -1.3303
H 2.6542 -4.0822 -0.2615
H 2.1687 -5.9894 -1.7679
H 0.0863 -5.9992 -3.1116
C 0.4034 -0.8877 -4.7847
C -0.0405 0.2422 -4.1108
C 0.6940 0.7562 -3.0560
C 1.8912 0.1331 -2.6790
C 2.3410 -1.0018 -3.3696
C 1.6002 -1.5000 -4.4248
P 2.8040 0.6630 -1.2547
C 4.4981 1.0033 -1.6221
C 5.4138 1.0308 -0.5608
C 6.7456 1.2963 -0.8173
C 7.1657 1.5253 -2.1231
C 6.2597 1.4972 -3.1769
C 4.9251 1.2227 -2.9375
C 1.9795 1.9224 -0.3175
C 2.6190 3.1588 -0.1362
C 1.9979 4.1552 0.5886
C 0.7600 3.9096 1.1633
C 0.1277 2.6858 0.9844
C 0.7056 1.6497 0.2442
H -0.1749 -1.2822 -5.6095
H -0.9509 0.7364 -4.4228
H 0.3934 1.6879 -2.5925
H 3.2674 -1.4841 -3.0798
H 1.9542 -2.3640 -4.9707
H 5.0823 0.8454 0.4539
H 7.4588 1.3175 -0.0050
H 8.2108 1.7202 -2.3232
H 6.5952 1.6915 -4.1862
H 4.2175 1.2039 -3.7561
H 3.5860 3.3373 -0.5890
H 2.4739 5.1187 0.7055
H 0.2782 4.6817 1.7497
H -0.8435 2.5411 1.4518
Cl -2.3443 1.1669 -0.7081
Ge -2.6767 0.4858 1.3877
Cl -4.0451 1.8168 2.2188
Cl -3.4385 -1.4696 1.2463
O -1.1749 -0.4095 2.4199
H -1.4690 -1.3000 2.6916
H -0.6048 -0.0813 3.1393
*
```

## Properties
<S²>: 0.763
LUMO energy (alpha / beta): -8.470 / -8.471 eV
Kohn-Sham gap (alpha / beta): 4.50 / 4.53 eV

Löwdin population analysis, charges in e, atoms 1 to 8: atom 1 (Pt): 0.477, atom 2 (Cl): 0.741, atom 3 (C): -0.607, atom 4 (C): -0.099, atom 5 (C): -0.054, atom 6 (C): -0.078, atom 7 (C): -0.686, atom 8 (Cl): 0.728



no.,M (g/mol)
1,651.3
2,649.9
3,1092.1
4,831.4